{"formula": "C46H62N4O2P2SSiV", "method": "ωB97M-V with the def2-TZVPD basis set", "species": ["V", "N", "C", "S", "N", "N", "C", "C", "C", "C", "C", "C", "C", "O", "H", "H", "H", "H", "H", "H", "H", "C", "Si", "C", "C", "C", "C", "C", "C", "P", "C", "C", "C", "C", "C", "C", "C", "C", "C", "C", "C", "C", "C", "C", "C", "C", "C", "C", "P", "C", "C", "C", "C", "C", "C", "C", "C", "C", "C", "C", "C", "H", "H", "H", "H", "H", "H", "H", "H", "H", "H", "H", "H", "H", "H", "H", "H", "H", "H", "H", "H", "H", "H", "H", "H", "H", "H", "H", "H", "H", "H", "H", "H", "H", "H", "H", "H", "H", "H", "H", "H", "H", "H", "H", "H", "H", "H", "H", "H", "H", "H", "H", "H", "H", "H", "H", "O", "C", "N"], "xyz": [[0.93788, -0.77258, -1.31640], [3.86281, -2.51542, -4.19061], [3.18355, -1.82514, -3.20800], [1.68220, -1.06648, -3.67932], [3.78057, -1.80019, -2.05034], [3.06445, -1.08696, -1.08098], [3.68122, -1.01214, 0.02919], [3.22705, -0.24561, 1.19199], [4.11193, -0.11201, 2.26236], [3.81809, 0.67973, 3.35890], [2.60432, 1.37040, 3.36912], [1.70979, 1.24369, 2.32248], [1.98837, 0.41105, 1.22992], [1.08390, 0.29369, 0.27033], [3.27374, -2.84066, -4.93982], [4.50419, -3.20323, -3.82729], [4.64464, -1.51395, 0.09550], [5.05840, -0.64234, 2.21398], [4.51872, 0.77004, 4.17843], [2.35618, 2.01827, 4.20224], [0.76751, 1.78011, 2.31891], [-1.69936, -2.71894, -3.00810], [-1.42850, -1.14947, -2.00152], [-2.86837, -1.37243, -0.73329], [-4.21315, -1.27112, -1.12644], [-5.25584, -1.69249, -0.31285], [-4.97010, -2.24993, 0.93299], [-3.64830, -2.31752, 1.35496], [-2.59660, -1.86082, 0.54690], [-0.82400, -1.75983, 1.06096], [-0.82470, -0.84994, 2.67504], [-1.09460, 0.63132, 2.37803], [-0.70600, 1.52091, 3.55758], [-1.42946, 1.09324, 4.83552], [-1.22642, -0.39771, 5.11337], [-1.64944, -1.24423, 3.90755], [-0.25618, -3.48810, 1.38602], [-0.90745, -4.40997, 2.44854], [-0.02190, -4.55142, 3.68516], [1.30222, -5.24221, 3.32680], [1.83623, -4.77319, 1.95532], [1.27122, -3.40453, 1.58188], [-1.89907, 0.17453, -3.35411], [-2.92915, 0.03741, -4.30241], [-3.06440, 0.89595, -5.38284], [-2.15080, 1.92740, -5.56642], [-1.12047, 2.09172, -4.65606], [-0.99133, 1.23626, -3.55732], [0.31841, 1.44912, -2.27931], [1.69488, 2.36162, -3.16934], [1.71522, 3.89490, -3.32742], [2.08015, 4.65092, -2.04391], [3.40562, 4.15439, -1.46625], [3.37079, 2.63931, -1.27231], [3.06137, 1.94218, -2.59609], [-0.55367, 2.55352, -1.06730], [-1.29134, 3.79151, -1.59057], [-1.61603, 4.73076, -0.41202], [-1.90916, 3.95388, 0.88214], [-2.54685, 2.61080, 0.55057], [-1.59459, 1.72399, -0.27935], [-2.72868, -2.77951, -3.37886], [-1.51159, -3.60196, -2.38800], [-1.00797, -2.74996, -3.85553], [-4.45566, -0.84472, -2.08924], [-6.28102, -1.60131, -0.65392], [-5.76430, -2.62039, 1.57032], [-3.44147, -2.72814, 2.32929], [0.23588, -0.91872, 2.95990], [-2.16538, 0.74795, 2.16860], [-0.55701, 0.93189, 1.47877], [-0.91794, 2.57061, 3.33031], [0.37760, 1.44097, 3.70968], [-2.50283, 1.28576, 4.71722], [-1.09126, 1.69044, 5.68676], [-1.78590, -0.69914, 6.00326], [-0.16598, -0.58457, 5.32528], [-2.70482, -1.04083, 3.70532], [-1.56016, -2.30494, 4.14586], [-0.40967, -3.94265, 0.39638], [-1.05049, -5.40641, 2.01464], [-1.90138, -4.07010, 2.72720], [-0.54008, -5.11355, 4.46527], [0.17935, -3.55828, 4.10233], [1.15130, -6.32531, 3.31370], [2.04087, -5.04238, 4.10754], [1.55209, -5.48385, 1.17360], [2.92709, -4.74473, 1.96292], [1.72207, -3.02894, 0.65938], [1.52285, -2.68294, 2.36872], [-3.62572, -0.78791, -4.22219], [-3.86847, 0.74868, -6.09523], [-2.23209, 2.58966, -6.42059], [-0.40571, 2.88720, -4.81652], [1.61092, 1.90941, -4.15908], [0.79262, 4.28277, -3.75319], [2.49828, 4.10804, -4.06812], [1.30360, 4.51114, -1.29337], [2.12486, 5.72418, -2.25037], [3.62564, 4.66510, -0.52543], [4.21506, 4.40296, -2.16506], [2.59762, 2.38157, -0.53582], [4.31655, 2.27635, -0.86301], [3.10602, 0.85829, -2.48644], [3.83063, 2.21783, -3.32953], [0.23455, 2.85748, -0.36871], [-2.21287, 3.45156, -2.07380], [-0.74089, 4.33933, -2.34453], [-2.47512, 5.35599, -0.67135], [-0.77358, 5.41013, -0.25022], [-2.55610, 4.54060, 1.53828], [-0.97959, 3.78429, 1.43704], [-3.47278, 2.79096, -0.00616], [-2.83584, 2.08438, 1.46172], [-2.19673, 1.14195, -0.97955], [-1.07542, 1.00953, 0.35087], [1.37288, -4.96915, -1.89064], [1.13878, -3.85508, -1.53871], [0.88899, -2.75365, -1.16171]], "total_charge": -1, "gap_ev": [6.82, 6.65], "de_lowest_kj_mol": 162.6, "multiplicity": 3, "energy_ev": -121746.89963, "lumo_energy_ev": [2.56, 2.56], "s2": 2.025, "e_homo_ha": [-0.1563, -0.1502]}